# C5H12NO2

A 2-piece molecular cluster, C5H12NO2 overall at a distorted geometry (the ωB97M-V functional and the def2-TZVPD basis, the OMol25 dataset).

Properties
- HOMO-LUMO gap (hartree) = 0.26223
- net charge = -1
- ΔE to the lowest compared entry with this formula, charge and spin (kJ/mol) = 403.8
- E_LUMO (eV) = 3.75
- electronic energy (eV) = -10962.805

Each line ends with the Löwdin charge.
Atoms and positions in Å:
C (0.1138, 1.6822, -0.2364)  -0.2366
C (1.3464, 1.4476, 0.7423)  -0.2583
C (2.0778, 0.2557, 0.4708)  -0.2626
C (3.2042, 0.1299, -0.2164)  -0.0183
N (-0.5679, 0.3682, -0.0883)  -0.0813
C (-2.1447, 0.2170, -0.0538)  -0.5241
O (-2.5443, -0.8372, -0.6552)  -0.2671
H (0.4112, 1.8261, -1.3290)  0.1055
H (-0.4657, 2.6609, -0.0160)  0.1129
H (0.8399, 1.2313, 1.7469)  0.1298
H (1.9787, 2.3142, 0.7167)  0.0837
H (1.5429, -0.6966, 0.8777)  0.1326
H (3.6215, -0.7965, -0.4497)  0.0156
H (3.8211, 1.0262, -0.4567)  0.0593
H (-0.2826, -0.1823, -0.9075)  0.0900
H (-2.3212, 0.1200, 1.0239)  0.0721
H (-2.6664, 1.1231, -0.3840)  0.0730
H (-0.7118, -2.2755, 0.7365)  -0.1104
H (-1.6883, -2.1328, -0.4153)  0.0707
O (-0.9168, -2.8115, 0.0597)  -0.1866

# C5H12NO2

C5H12NO2 as an isolated structure at a distorted geometry (the ωB97M-V functional and the def2-TZVPD basis, the OMol25 dataset).

Properties
- HOMO-LUMO gap (hartree) = 0.18821
- net charge = +1
- ΔE to the lowest compared entry with this formula, charge and spin (kJ/mol) = 1103.3
- E_LUMO (eV) = -8.68
- electronic energy (eV) = -10947.185

Each line ends with the Löwdin charge.
Atoms and positions in Å:
O (0.3602, 2.1113, 0.7526)  -0.0385
C (0.9407, 1.6086, -0.2747)  -0.4698
C (0.8606, 2.0932, -1.6322)  0.2640
C (0.1028, 0.3762, -1.0612)  -0.0816
C (-0.8777, -0.0828, -0.0019)  -0.1870
C (-0.3805, -0.2547, 1.3953)  -0.1989
N (-1.0010, -1.4107, 1.8927)  0.1904
H (1.9786, 1.1900, 0.0012)  0.1906
H (-0.0940, 2.3351, -2.1153)  0.1319
H (1.7915, 2.0999, -2.2148)  0.1423
H (0.7352, -0.5281, -1.1300)  0.1267
H (-0.5206, 0.3711, -1.9708)  0.1510
H (-1.1135, -1.1209, -0.3675)  0.1328
H (0.7105, -0.5774, 1.4765)  0.2184
H (-1.1345, -1.5581, 2.8859)  0.1409
H (-0.6898, -2.1766, 1.1804)  0.1045
H (-1.8388, 0.4507, 0.0635)  0.1681
H (-0.2195, 0.8234, 1.7364)  0.1797
H (0.3093, -3.3294, -0.4299)  0.0332
O (0.0804, -2.4209, -0.1862)  -0.1990

# C5H12NO2

An isolated ion of composition C5H12NO2 and charge +1 at a distorted geometry (the ωB97M-V functional and the def2-TZVPD basis, the OMol25 dataset).

Properties
- HOMO-LUMO gap (hartree) = 0.37396
- net charge = +1
- ΔE to the lowest compared entry with this formula, charge and spin (kJ/mol) = 71.8
- structure (SMILES) = [NH3+][C@@H](CO)CCC=O
- E_LUMO (eV) = -3.43
- electronic energy (eV) = -10957.875

Each line ends with the Löwdin charge.
Atoms and positions in Å:
N (-1.6736, -0.1876, 0.1540)  0.2441
C (-0.2828, -0.2368, -0.4448)  -0.2843
C (-0.4420, -0.1774, -1.9454)  -0.1918
O (-1.4031, -1.1768, -2.2457)  -0.0495
C (0.6152, 0.8398, 0.1470)  -0.1442
C (0.8742, 0.6992, 1.6540)  -0.1332
C (1.9540, -0.3517, 1.9218)  -0.2328
O (2.3678, -1.0914, 1.0710)  0.0740
H (-2.0072, 0.7741, 0.1966)  0.1780
H (-2.3183, -0.7823, -0.3725)  0.1639
H (-1.6272, -0.5378, 1.1108)  0.1678
H (0.1002, -1.2226, -0.1960)  0.1588
H (0.5194, -0.4042, -2.3921)  0.1457
H (-0.7916, 0.8198, -2.2361)  0.1405
H (-1.3940, -1.3754, -3.1921)  0.1203
H (0.1872, 1.8201, -0.0864)  0.1314
H (1.5735, 0.7481, -0.3603)  0.1356
H (1.3716, 1.6264, 1.9754)  0.1317
H (0.0072, 0.5699, 2.2932)  0.1100
H (2.3694, -0.3532, 2.9476)  0.1340